Entry 1:
{
  "formula": "C19H56N2O9",
  "method": "ωB97M-V/def2-TZVPD",
  "elements": ["H", "H", "C", "H", "H", "H", "H", "C", "C", "H", "H", "H", "C", "C", "H", "H", "H", "N", "O", "H", "H", "H", "H", "H", "H", "H", "H", "O", "H", "H", "C", "H", "H", "C", "H", "H", "H", "C", "H", "H", "H", "H", "N", "C", "C", "H", "C", "H", "C", "C", "O", "H", "C", "C", "H", "H", "O", "C", "H", "H", "O", "H", "H", "H", "C", "O", "H", "O", "H", "H", "C", "H", "H", "H", "H", "C", "H", "O", "H", "H", "H", "H", "H", "H", "H", "O"],
  "positions_angstrom": [[2.474146, 0.274639, 2.529903], [2.974415, 1.101494, -4.781806], [-1.477192, 0.559237, 3.509547], [-3.752502, -0.501637, -5.178888], [4.609039, -0.997030, -2.856266], [-4.559976, -4.451140, -1.396030], [0.656152, 3.132512, -2.690440], [0.302891, 4.462857, -4.366419], [-2.219458, 1.807671, 3.092432], [0.181083, -3.678404, 4.178966], [0.628460, 3.699533, -5.073140], [-0.845901, -0.997578, -2.423182], [0.059512, 0.044053, 0.205515], [2.662435, 1.326993, 2.307632], [2.879103, -2.632570, -1.349707], [-3.854808, -3.644513, 0.941972], [0.490263, 3.200610, 2.546548], [-1.811659, -0.852827, -2.663749], [4.556547, 1.317764, -3.312827], [2.953164, -0.920060, -1.039700], [-2.404047, -1.927125, 0.903847], [5.079326, 2.081820, -3.565144], [-0.598165, -3.391200, 2.652194], [-2.141913, -0.202836, 3.915228], [-3.907020, -2.946507, -2.018618], [-2.096279, 3.190948, -3.964470], [1.169201, -3.753093, 0.413739], [2.644983, -3.672472, 3.438056], [2.193353, 1.455732, 1.323257], [-4.062259, 1.698243, 4.167340], [-2.123784, -0.815591, -3.996336], [-1.016067, 4.134163, -1.418867], [-0.218992, 0.955740, 0.734978], [1.607899, -3.339415, 2.522383], [2.526725, 1.085302, -3.162011], [-0.943013, 0.046843, 2.702590], [-1.657961, -3.855479, -1.200166], [3.534158, -1.762474, -1.426298], [0.160113, -4.913493, 3.050580], [3.700582, 1.459250, 1.988537], [-1.798768, 2.544231, -2.519749], [-2.526887, -0.583030, -2.021603], [-3.446540, -0.550831, -4.224464], [-2.124749, -4.254601, -0.298013], [-3.360865, -3.357548, 0.003588], [4.388027, -1.948865, -0.764642], [0.301315, -3.826142, 3.100538], [-2.796696, 2.162592, 5.239745], [-1.240620, 2.730675, -3.452441], [2.067219, 2.358448, 3.284920], [-1.268044, -0.947482, -4.872460], [-0.691728, 0.792294, 4.230989], [1.888273, -4.054292, 1.172562], [-0.154689, 3.744411, -3.116260], [-1.821357, 3.669067, 2.607963], [2.034021, -5.133015, 1.283147], [-0.566770, 4.648329, -2.095852], [-3.161567, 2.313884, 4.222232], [-2.996295, 1.541426, 2.365023], [0.723091, -0.577325, 0.797858], [0.722340, 0.374651, -1.030748], [-2.525976, -5.212175, -0.642978], [-3.424233, 3.357353, 4.052876], [-4.095483, -0.465087, -3.472146], [-4.367509, -3.408006, -1.144229], [-1.351866, 2.831138, 2.646530], [-5.271983, -2.897905, -0.820584], [1.441559, 3.406904, 2.547594], [-1.456752, -4.358595, 0.550796], [3.903476, 3.450272, 3.525796], [3.243147, 1.569973, -3.832374], [-0.867350, -0.433743, -0.114273], [2.658716, 3.968179, 4.532347], [2.899312, -3.784126, 0.850466], [1.523627, -2.292398, 2.233169], [3.110865, 3.045682, 4.159126], [1.297547, 1.783291, 3.809387], [-2.942738, -2.003699, 0.107378], [-0.871564, 1.832213, -3.937104], [1.207303, 5.013944, -4.093744], [2.647045, -4.635432, 3.468919], [0.634864, 1.307381, -1.241872], [3.092164, 2.647735, -3.798058], [3.499985, 2.482306, 5.005003], [-0.483100, 5.088110, -4.779537], [3.977683, -1.720151, -2.765999]],
  "forces_ev_per_a": [[0.243, 0.075, 0.519], [0.762, 0.312, -0.374], [0.858, -0.228, -0.284], [-0.076, 0.003, 0.081], [-0.128, 0.127, -0.064], [-0.306, 0.072, 0.042], [0.359, 0.266, -0.271], [0.914, -0.236, 0.930], [-1.863, 0.003, 1.081], [0.404, 0.617, -0.070], [-0.217, 0.062, -0.216], [-0.071, 0.239, 0.256], [-0.329, 0.967, -1.401], [-0.026, -0.005, -1.511], [0.038, -0.011, -0.038], [0.105, -0.168, -0.111], [0.317, 0.172, -0.150], [-0.251, -0.252, -0.853], [-0.271, -0.171, -0.527], [0.177, 0.341, -0.468], [-0.025, 0.086, -0.109], [0.265, -0.165, 0.035], [0.184, 0.068, -0.231], [-0.186, 0.267, 0.210], [-0.175, 0.165, -0.028], [0.541, 0.030, -0.808], [-0.060, -0.368, -0.112], [0.117, 0.842, -0.145], [-0.417, 0.122, 0.249], [-0.144, 0.230, -0.010], [1.260, 0.320, -0.045], [0.029, 0.041, 0.042], [0.191, -0.078, 0.280], [-0.379, -1.912, -1.146], [0.134, 0.227, 0.292], [-0.159, 0.321, -0.244], [0.399, 0.249, 0.292], [0.154, -0.856, 0.424], [0.337, 0.003, -0.516], [0.209, 0.054, 0.793], [0.594, -0.891, 0.129], [0.290, -0.153, 0.697], [0.239, -0.100, -0.609], [-1.658, 0.204, -0.613], [0.655, -0.553, -0.488], [-0.106, 0.096, 0.171], [-1.373, -0.410, 0.774], [0.379, 0.323, -0.087], [-1.482, 0.951, 0.989], [0.625, -0.496, -0.684], [-1.067, -0.019, 0.449], [-0.235, 0.058, 0.268], [1.064, 0.425, 0.552], [-0.314, -1.122, 0.029], [-0.103, -0.041, 0.028], [-0.869, -0.115, 0.079], [-0.080, 0.354, -0.470], [0.313, -0.699, 0.038], [0.693, 0.033, -0.849], [-0.120, -0.140, 0.089], [0.369, -0.267, 0.180], [0.297, -0.271, 0.506], [-0.109, 0.018, 0.104], [-0.274, -0.018, 0.034], [0.628, -0.236, 0.548], [0.436, -0.349, -0.235], [-0.131, 0.015, -0.361], [-0.541, -0.155, 0.042], [0.171, -0.044, -0.083], [0.225, -0.501, -0.026], [-0.477, -0.341, 1.025], [-0.044, -0.483, 0.602], [-0.188, -0.224, 0.352], [-0.203, 0.536, -0.165], [0.629, 0.325, 0.908], [-0.498, 0.727, 0.036], [0.095, 0.431, 0.594], [0.038, 0.561, 0.411], [-0.150, -0.070, 0.011], [-0.244, 0.451, -0.318], [0.121, 0.029, 0.089], [-0.103, 0.019, 0.196], [-0.418, -0.013, -0.387], [0.099, -0.222, -0.227], [0.065, 0.096, -0.038], [-0.152, 0.443, -0.084]],
  "e_homo_ev": -9.690,
  "homo_lumo_gap_ev": 9.85,
  "smiles": "NC(N)=O.CC(C)O.CC(C)O.CC(C)O.CC(C)O.CC(C)O.CO.CO.CO",
  "total_charge": 0
}

Entry 2:
{
  "formula": "C13H19N3O4S",
  "method": "ωB97M-V/def2-TZVPD",
  "elements": ["H", "H", "C", "N", "C", "H", "H", "H", "C", "H", "C", "H", "C", "O", "H", "C", "H", "C", "C", "H", "H", "H", "C", "S", "O", "O", "H", "H", "H", "N", "H", "C", "N", "C", "H", "H", "H", "O", "C", "C"],
  "positions_angstrom": [[2.528636, 1.540626, -1.425201], [2.465908, -1.745018, 1.106425], [1.813427, -2.375603, -1.387395], [-0.430077, -0.991361, -0.687141], [-2.611482, -1.373450, 1.003824], [2.039314, 0.422650, 2.214296], [-0.409741, 0.778237, -1.983692], [-4.350695, 0.417588, 0.979717], [3.810388, 1.653502, 0.312853], [4.671937, 1.218181, -0.215348], [3.068579, 0.127126, 1.960350], [-2.631038, 2.080407, 1.656642], [-2.518043, -0.205481, 0.164693], [-1.228478, 0.955276, -1.484585], [-1.571779, -3.120210, 1.443142], [-3.126430, 2.162399, 0.691475], [3.520256, -0.338849, 2.839461], [-1.427910, -0.072339, -0.656063], [-0.501246, -2.041504, 0.047215], [-3.666358, 1.282816, -1.869733], [-2.421958, 2.559268, -0.034791], [-5.191533, 1.596932, -1.034837], [2.524551, 1.224486, -0.379886], [0.839507, -3.164243, -0.055192], [-3.497813, -1.650702, 1.783369], [3.846524, 1.268941, 1.675614], [2.813998, -2.797976, -1.286357], [3.907484, 2.741751, 0.293482], [1.658237, 1.675970, 0.118093], [-1.526699, -2.281205, 0.876966], [-3.956167, 2.858223, 0.787933], [3.031323, -0.864499, 0.799780], [2.414650, -0.226574, -0.347500], [-3.642733, 0.796861, 0.236055], [4.056481, -1.174617, 0.554449], [1.374737, -2.692450, -2.333595], [-4.728929, -0.060828, -1.428140], [1.532290, -0.243468, -2.411617], [-4.352504, 0.910045, -1.113860], [1.873373, -0.850922, -1.410907]],
  "forces_ev_per_a": [[0.003, 0.024, 0.175], [0.119, 0.134, 0.009], [-0.462, -0.159, 0.025], [-0.224, -0.213, 0.026], [0.343, -0.051, -0.157], [0.099, -0.068, -0.006], [0.040, -0.100, 0.063], [0.105, 0.047, -0.102], [-0.043, 0.082, -0.254], [-0.099, 0.079, 0.026], [-0.122, -0.275, 0.045], [0.060, 0.052, 0.094], [-0.106, 0.417, -0.216], [-0.159, 0.206, -0.060], [-0.051, 0.141, -0.061], [-0.122, -0.171, 0.039], [-0.118, -0.033, -0.094], [-0.177, -0.678, 0.593], [0.100, 0.415, -0.364], [0.004, 0.039, -0.121], [0.068, 0.107, -0.024], [-0.119, 0.086, -0.050], [0.111, 0.264, -0.053], [0.114, -0.400, 0.073], [-0.267, -0.076, 0.214], [0.072, 0.060, 0.090], [-0.002, -0.048, 0.026], [-0.011, -0.107, -0.090], [0.027, 0.038, -0.080], [0.019, -0.201, 0.113], [-0.069, 0.138, 0.024], [0.285, -0.091, 0.339], [0.067, 0.186, 0.034], [0.063, 0.051, -0.077], [-0.052, -0.022, 0.098], [0.158, 0.141, 0.071], [-0.063, -0.069, -0.083], [0.034, 0.144, -0.472], [-0.011, -0.056, 0.204], [0.389, -0.034, -0.019]],
  "e_homo_ev": -8.477,
  "homo_lumo_gap_ev": 8.80,
  "smiles": "CC(C)c1c(O)nc(SCC(=O)N2CCOCC2)[nH]c1=O",
  "total_charge": 0
}